Record 1
This record from the OMol25 dataset describes a structure of composition C4H14N3. The level of theory is ωB97M-V/def2-TZVPD.

Results
2S+1 = 2
M = 104.177 Da
HOMO-LUMO gap (alpha / beta) = 11.739 / 6.410 eV
Lowest unoccupied orbital energy (alpha / beta) = -6.90 / -12.24 eV
Net charge = +2
Expectation value of S² = 0.755
Calculated total energy = -324.34820 a.u.

Structure (XYZ):
```
21
C4H14N3, DFT ωB97M-V/def2-TZVPD
N -0.12 -0.77 0.87
C -0.21 -0.17 -0.46
C 0.44 1.16 -0.42
C 0.20 2.00 0.94
N -0.81 1.39 1.82
C 0.53 -1.14 -1.50
N 0.09 -2.45 -1.58
H -0.65 -1.58 1.17
H -0.64 0.21 1.51
H 0.82 -0.89 1.25
H -1.25 -0.10 -0.76
H 1.51 1.00 -0.59
H 0.02 1.85 -1.15
H 1.23 2.07 1.27
H -0.07 3.04 0.73
H -0.65 1.60 2.80
H -1.78 1.57 1.59
H 1.61 -1.06 -1.26
H 0.53 -0.51 -2.43
H -0.92 -2.56 -1.49
H 0.64 -3.26 -1.86
```

***

Record 2
This record from the OMol25 dataset describes a cluster of 2 separate species, C4H14N3O in total. The level of theory is ωB97M-V/def2-TZVPD.

Results
M = 120.176 Da
HOMO-LUMO gap = 10.208 eV
Lowest unoccupied orbital energy = -2.88 eV
Net charge = +1
Calculated total energy = -400.03182 a.u.

Structure (XYZ):
```
22
C4H14N3O, DFT ωB97M-V/def2-TZVPD
C -0.98 1.30 0.72
C -0.82 1.45 -0.82
C 0.50 0.73 -1.29
N 2.09 -1.40 -2.24
C 0.90 -1.61 -1.49
N 0.17 -0.63 -0.98
N -1.47 -0.04 1.15
H -1.62 2.07 1.12
H 0.00 1.44 1.10
H -1.62 1.14 -1.26
H -0.67 2.50 -1.06
H 0.57 0.97 -2.38
H 1.45 0.93 -0.93
H 2.00 -1.43 -3.21
H 2.72 -0.67 -2.00
H 0.74 -2.60 -1.06
H -1.01 -0.69 0.50
H -2.53 -0.21 1.11
H -1.07 -0.24 2.18
H 0.53 -0.41 4.14
H -0.80 0.60 4.23
O -0.22 -0.03 3.66
```

***

Record 3
This record from the OMol25 dataset describes a cluster of 2 separate species, C4H14N3O in total. The level of theory is ωB97M-V/def2-TZVPD.

Results
M = 120.176 Da
HOMO-LUMO gap = 8.250 eV
Lowest unoccupied orbital energy = -3.70 eV
Net charge = +1
Calculated total energy = -399.97210 a.u.

Structure (XYZ):
```
22
C4H14N3O, DFT ωB97M-V/def2-TZVPD
C 0.76 -0.95 0.68
C 1.14 -0.11 -0.61
C -0.15 0.64 -1.15
N -3.43 -0.03 -2.39
C -2.19 -0.28 -2.27
N -1.38 -0.17 -1.00
N 1.52 -0.69 1.94
H 0.92 -2.00 0.25
H -0.31 -0.94 0.89
H 1.61 0.91 -0.33
H 1.47 -0.90 -1.45
H -0.40 1.51 -0.57
H 0.08 1.04 -2.24
H -4.03 0.35 -1.75
H -1.77 -0.68 -3.15
H -1.83 0.07 -0.12
H 1.85 0.29 2.03
H 1.07 -1.01 2.79
H 2.37 -1.25 1.95
H 3.33 1.47 3.18
H 2.21 0.96 3.97
O 2.38 1.32 3.11
```

***

Record 4
This record from the OMol25 dataset describes a cluster of 3 separate species, C4H14N3O3 in total. The level of theory is ωB97M-V/def2-TZVPD.

Results
M = 152.174 Da
HOMO-LUMO gap = 7.737 eV
Lowest unoccupied orbital energy = -3.25 eV
Net charge = +1
Calculated total energy = -550.53613 a.u.

Structure (XYZ):
```
24
C4H14N3O3, DFT ωB97M-V/def2-TZVPD
C -2.58 0.94 0.01
C -1.40 0.18 0.73
C -1.06 -1.07 0.34
C 0.40 1.08 -0.37
N -0.12 -1.72 0.99
N -1.56 -1.64 -0.86
N 3.76 -0.30 0.10
O -0.07 0.75 -1.60
O 1.36 0.57 0.27
O 0.05 2.38 0.04
H -3.54 0.38 0.19
H -2.45 0.86 -1.04
H -2.71 1.90 0.32
H -1.22 0.53 1.75
H -0.07 -1.47 1.97
H -0.12 -2.73 0.70
H -1.09 -2.25 -1.44
H -2.24 -0.99 -1.19
H 4.62 0.05 0.55
H 3.68 -0.10 -0.92
H 3.80 -1.31 0.17
H -0.75 1.38 -1.97
H 2.76 0.13 0.40
H 0.54 2.46 0.87
```

***

Record 5
This record from the OMol25 dataset describes a structure of composition C4H14N3Ru. The level of theory is ωB97M-V/def2-TZVPD.

Results
2S+1 = 5
M = 205.247 Da
HOMO-LUMO gap (alpha / beta) = 7.562 / 8.137 eV
Lowest unoccupied orbital energy (alpha / beta) = -3.26 / -4.70 eV
Net charge = +1
Expectation value of S² = 6.008
Calculated total energy = -419.53324 a.u.

Structure (XYZ):
```
22
C4H14N3Ru, DFT ωB97M-V/def2-TZVPD
C 4.64 -1.53 -0.75
Ru 1.80 -0.69 -0.81
N 0.03 -0.13 -1.75
H 1.67 -1.79 -1.93
H -0.78 -0.64 -1.38
H 3.85 -1.00 -1.37
H 5.18 -2.28 -1.36
H 4.15 -2.05 0.09
H 5.39 -0.87 -0.35
H -0.25 0.83 -1.56
H -0.09 -0.21 -2.76
C -2.17 2.21 1.61
N -2.09 0.85 1.05
C -3.32 0.00 1.04
C -0.87 0.32 0.94
N 0.27 -0.06 0.93
H -3.19 2.38 1.98
H -1.93 2.95 0.84
H -1.44 2.31 2.43
H -3.61 -0.25 0.01
H -3.14 -0.93 1.59
H -4.12 0.56 1.52
```

***

Record 6
This record from the OMol25 dataset describes a cluster of 2 separate species, C4H14N3S in total. The level of theory is ωB97M-V/def2-TZVPD.

Results
2S+1 = 2
M = 136.244 Da
HOMO-LUMO gap (alpha / beta) = 4.685 / 9.046 eV
Lowest unoccupied orbital energy (alpha / beta) = 0.77 / 0.75 eV
Expectation value of S² = 0.753
Calculated total energy = -723.15700 a.u.

Structure (XYZ):
```
22
C4H14N3S, DFT ωB97M-V/def2-TZVPD
C -0.16 0.11 3.25
N -1.17 -1.44 0.01
C -0.98 -1.22 1.35
N -0.65 0.00 1.90
H 0.75 0.73 3.29
H 0.10 -0.88 3.62
H -0.89 0.60 3.90
H -1.09 -0.73 -0.74
H -1.51 -2.36 -0.22
H -0.99 -2.06 2.03
H -0.55 0.81 1.33
C 0.31 0.91 -2.23
C 1.28 0.13 -1.35
S 2.99 0.60 -1.86
N -1.12 0.61 -1.94
H 0.49 1.98 -2.07
H 0.49 0.70 -3.29
H 1.15 0.40 -0.31
H 1.17 -0.94 -1.53
H 3.59 0.14 -0.77
H -1.55 1.46 -1.57
H -1.65 0.47 -2.79
```